Record 1
Density functional theory data (ωB97M-V/def2-TZVPD) for 2 unconnected molecules or ions with the total composition C2H9NO.

E_tot (Eh): -211.190991
Total charge: +1
2S+1: 2
Expectation value of S²: 0.7546
Energy above the lowest of the compared OMol25 structures with the same formula, charge and spin (kJ/mol): 142.87
HOMO level (alpha / beta) (Ha): -0.5115 / -0.4932
Gap between HOMO and LUMO (alpha / beta) (eV): 10.5 / 3.5

Element x y z (Å)
C (-0.6061, -0.5410, 0.7348)
N (2.9920, 0.4198, 0.6734)
H (-1.4376, -1.0032, 1.2950)
H (-0.0338, 0.0289, 1.4657)
H (0.0385, -1.2737, 0.2377)
H (2.2862, -0.1797, 0.2611)
H (3.5268, -0.0549, 1.3913)
H (2.5633, 1.2409, 1.0858)
C (-1.6520, -0.1600, -1.3851)
O (-1.1356, 0.3638, -0.1954)
H (-2.5545, -0.7191, -1.1242)
H (-0.9480, -0.8528, -1.8631)
H (-1.8846, 0.6562, -2.0496)


Record 2
Density functional theory data (ωB97M-V/def2-TZVPD) for 3 unconnected molecules or ions with the total composition C2H9NO2.

E_tot (Eh): -286.789574
2S+1: 1
Energy above the lowest of the compared OMol25 structures with the same formula, charge and spin (kJ/mol): 75.65
HOMO level (Ha): -0.3667
SMILES: C=NC.O.O
Gap between HOMO and LUMO (eV): 10.4

Element x y z (Å)
C (-1.4462, 0.0332, -0.6034)
C (-1.9123, 1.9848, -1.7694)
N (-2.2353, 0.7950, -1.5364)
H (-0.5653, 0.5445, -0.1878)
H (-1.1449, -0.8912, -1.0960)
H (-2.0658, -0.2113, 0.2487)
H (-2.5007, 2.5642, -2.4813)
H (-1.0570, 2.4735, -1.3060)
H (2.6043, -2.5621, 2.5943)
H (1.9157, -2.6638, 1.2647)
O (2.0775, -3.1758, 2.0662)
H (3.0315, 0.7949, 0.7114)
H (1.5101, 1.1386, 0.4477)
O (2.1513, 0.8445, 1.0964)


Question: Which value of 2S+1 does entry 2 give?
Answer: 1